{
  "formula": "C2HNO",
  "method": "the ωB97M-V functional and the def2-TZVPD basis",
  "fmax_ev_per_a": 5.30,
  "de_lowest_kj_mol": 141.0,
  "total_energy_ev": -5625.1181,
  "charge": 0,
  "orbital_gap_ev": 10.4,
  "symbols": ["C", "C", "N", "O", "H"],
  "positions_angstrom": [[-1.531337, 0.664288, -0.050579], [-1.879597, -1.187117, -0.584471], [-2.495783, 1.307883, 0.183767], [-1.408229, -1.807094, 0.294133], [-0.458690, 0.573159, -0.019604]],
  "atomic_forces_ev_per_a": [[-1.7887, 4.5959, 1.4683], [1.5538, -4.2959, 2.6830], [2.2986, -1.8587, -0.6987], [-1.8516, 1.8564, -3.1891], [-0.2120, -0.2978, -0.2634]],
  "lowdin_charge": [-0.240, -0.009, 0.119, 0.038, 0.091]
}